Record 1
Entry from the Open Molecules 2025 dataset: a molecular structure, C40H41BeN3O3 (ωB97M-V with the def2-TZVPD basis set).

Computed properties:
Highest occupied orbital energy = -8.42 eV
Frontier orbital gap = 9.03 eV
DFT total energy = -1953.720677 Ha

CARTESIAN COORDINATES (ANGSTROEM)
Be (0.162, -0.565, 0.238)
O (1.573, -0.295, -0.124)
C (2.548, -0.371, 0.843)
C (2.228, 0.610, 2.009)
C (0.916, 0.389, 2.685)
C (0.756, 0.619, 4.051)
C (-0.487, 0.424, 4.629)
C (-1.537, 0.003, 3.832)
C (-1.316, -0.169, 2.468)
C (-2.396, -0.523, 1.515)
C (-2.035, -1.784, 0.672)
O (-0.820, -1.627, 0.063)
C (-2.060, -2.992, 1.612)
C (-3.270, -3.499, 2.075)
C (-3.289, -4.561, 2.963)
C (-2.104, -5.130, 3.398)
C (-0.899, -4.642, 2.920)
C (-0.878, -3.582, 2.031)
C (-3.060, -2.012, -0.435)
C (-4.204, -1.250, -0.619)
C (-5.052, -1.502, -1.685)
C (-4.766, -2.513, -2.584)
C (-3.618, -3.269, -2.415)
C (-2.774, -3.021, -1.350)
N (-0.118, 0.039, 1.935)
C (3.904, 0.083, 0.297)
C (3.993, 0.665, -0.957)
C (5.216, 1.097, -1.440)
C (6.358, 0.953, -0.671)
C (6.275, 0.356, 0.576)
C (5.055, -0.080, 1.058)
C (2.723, -1.832, 1.248)
C (2.753, -2.325, 2.543)
C (2.935, -3.683, 2.771)
C (3.091, -4.564, 1.717)
C (3.038, -4.082, 0.420)
C (2.856, -2.732, 0.193)
H (2.191, 1.597, 1.535)
H (3.034, 0.617, 2.743)
H (1.588, 0.973, 4.639)
H (-0.637, 0.606, 5.684)
H (-2.519, -0.155, 4.252)
H (-2.466, 0.296, 0.799)
H (-3.340, -0.664, 2.042)
H (-4.200, -3.063, 1.736)
H (-4.237, -4.947, 3.311)
H (-2.126, -5.955, 4.096)
H (0.029, -5.092, 3.236)
H (0.056, -3.201, 1.645)
H (-4.455, -0.453, 0.065)
H (-5.939, -0.895, -1.809)
H (-5.435, -2.710, -3.409)
H (-3.379, -4.053, -3.118)
H (-1.873, -3.599, -1.213)
H (3.084, 0.752, -1.535)
H (5.279, 1.548, -2.420)
H (7.313, 1.292, -1.045)
H (7.162, 0.226, 1.178)
H (4.991, -0.565, 2.022)
H (2.627, -1.670, 3.394)
H (2.939, -4.053, 3.785)
H (3.251, -5.618, 1.901)
H (3.123, -4.760, -0.416)
H (2.794, -2.347, -0.813)
C (1.244, -0.933, -5.557)
N (0.145, -0.256, -4.910)
C (-1.071, -0.075, -5.668)
C (0.069, -0.220, -3.599)
N (-0.007, -0.071, -2.463)
H (1.538, -0.359, -6.440)
H (0.976, -1.949, -5.863)
H (2.084, -0.995, -4.869)
H (-0.810, 0.327, -6.647)
H (-1.718, 0.637, -5.157)
H (-1.629, -1.009, -5.801)
C (-1.756, 2.763, -2.384)
C (-0.861, 3.742, -1.628)
C (-0.194, 2.780, -0.644)
O (-1.219, 1.886, -0.239)
C (-2.184, 1.790, -1.280)
H (-1.156, 2.223, -3.114)
H (-2.607, 3.226, -2.883)
H (-1.462, 4.486, -1.103)
H (-0.150, 4.260, -2.268)
H (0.196, 3.262, 0.254)
H (0.612, 2.220, -1.134)
H (-3.158, 2.079, -0.864)
H (-2.240, 0.759, -1.641)


Record 2
Entry from the Open Molecules 2025 dataset: a molecular structure, C25H53BClFIN6O18P2S4 (ωB97M-V with the def2-TZVPD basis set).

Computed properties:
Charge = +1
Energy relative to the best compared isomer or geometry (same formula, charge and spin) = 13.941 eV
Highest occupied orbital energy = -10.93 eV
Frontier orbital gap = 5.28 eV
DFT total energy = -5824.468061 Ha

CARTESIAN COORDINATES (ANGSTROEM)
C (1.561, 2.262, 2.774)
C (2.673, 1.090, 2.564)
O (3.937, 1.601, 2.686)
N (2.572, -0.373, 2.320)
C (3.734, -0.869, 3.070)
C (3.597, -0.847, 4.748)
O (4.986, -1.218, 2.807)
C (2.091, -0.913, 1.019)
C (3.465, -1.218, 0.130)
C (4.454, 0.075, -0.100)
C (5.505, -0.314, -1.343)
N (6.705, -0.965, -0.622)
C (1.265, 0.194, 0.059)
C (1.453, 0.135, -1.568)
C (0.317, 1.162, -2.251)
F (1.420, -1.083, -2.320)
N (-0.137, 0.449, 0.373)
C (-1.007, -0.540, 1.107)
C (-2.415, -0.221, 0.220)
C (-3.755, -1.030, 0.536)
C (-5.061, 0.023, 0.458)
Cl (-5.916, 0.100, 2.141)
C (-1.392, 0.045, 2.541)
P (-0.869, -0.238, 4.254)
O (0.596, -0.039, 4.749)
O (-1.453, -1.668, 5.134)
O (-1.722, 1.048, 5.174)
C (-0.319, -2.012, 0.844)
P (-0.973, -2.507, -0.923)
N (-0.246, -3.695, -1.690)
B (-1.175, -3.263, 1.612)
O (-2.180, -3.094, 2.669)
N (-1.192, -4.701, 1.037)
C (-0.733, -5.749, 2.004)
C (-2.671, -5.094, 0.815)
N (1.149, -2.134, 1.116)
S (1.903, -3.629, 0.495)
I (1.145, -2.979, 3.073)
H (1.111, 2.334, 3.879)
H (2.041, 3.349, 2.618)
H (0.642, 2.254, 2.059)
H (4.620, -0.973, 5.293)
H (2.891, -1.679, 5.159)
H (3.155, 0.185, 5.136)
H (4.180, -2.043, 0.620)
H (3.329, -1.674, -0.924)
H (5.167, 0.338, 0.785)
H (3.870, 1.092, -0.331)
H (5.932, 0.625, -1.894)
H (5.082, -1.118, -2.076)
H (7.117, -1.730, -1.200)
H (6.399, -1.425, 0.264)
H (1.749, 1.300, 0.178)
H (2.465, 0.674, -1.924)
H (0.712, 1.468, -3.329)
H (-0.726, 0.668, -2.397)
H (0.213, 2.170, -1.655)
H (-0.477, 1.424, 0.387)
H (-2.189, 0.052, -0.906)
H (-2.665, 0.888, 0.622)
H (-3.841, -1.422, 1.659)
H (-4.083, -1.897, -0.167)
H (-4.765, 1.102, 0.131)
H (-5.847, -0.364, -0.352)
H (-2.588, 0.035, 2.678)
H (-1.243, 1.234, 2.400)
H (-0.649, -2.121, 5.524)
H (-2.636, 0.675, 5.415)
H (-0.987, -1.411, -1.854)
H (-2.368, -2.948, -0.887)
H (0.130, -3.357, -2.593)
H (-2.096, -3.766, 3.408)
H (0.405, -5.988, 1.729)
H (-0.712, -5.427, 3.136)
H (-1.288, -6.798, 1.861)
H (-3.130, -5.643, 1.763)
H (-3.362, -4.170, 0.613)
H (-2.743, -5.866, -0.086)
H (2.212, -3.522, -0.858)
C (-3.946, 0.917, -5.815)
C (-2.709, 0.110, -6.199)
O (-1.836, 0.207, -5.077)
S (-2.731, 0.312, -3.717)
O (-2.823, -1.008, -3.134)
O (-2.298, 1.473, -2.973)
O (-4.157, 0.654, -4.429)
H (-3.769, 1.991, -5.935)
H (-4.825, 0.628, -6.396)
H (-2.224, 0.495, -7.100)
H (-2.958, -0.947, -6.343)
C (-4.153, 4.298, -10.418)
C (-5.174, 4.495, -9.302)
O (-5.182, 3.265, -8.582)
S (-3.690, 2.609, -8.635)
O (-3.000, 2.958, -7.413)
O (-3.804, 1.252, -9.115)
O (-3.095, 3.537, -9.837)
H (-4.577, 3.716, -11.243)
H (-3.772, 5.248, -10.803)
H (-6.171, 4.724, -9.685)
H (-4.858, 5.287, -8.614)
C (4.594, 2.557, 6.994)
C (3.998, 3.235, 5.763)
O (3.170, 4.276, 6.276)
S (3.820, 4.837, 7.662)
O (4.585, 6.024, 7.354)
O (2.807, 4.798, 8.691)
O (4.865, 3.611, 7.916)
H (3.873, 1.876, 7.457)
H (5.511, 2.010, 6.760)
H (3.414, 2.545, 5.150)
H (4.779, 3.695, 5.150)


Record 3
Entry from the Open Molecules 2025 dataset: a molecular structure, C36H67F6N4O10PtS5 (ωB97M-V with the def2-TZVPD basis set).

Computed properties:
Charge = -1
Highest occupied orbital energy (spin up / spin down) = -2.40 / -2.40 eV
Frontier orbital gap (spin up / spin down) = 3.64 / 3.19 eV
2S+1 = 3
Expectation value of S² = 2.01
DFT total energy = -5092.376692 Ha

CARTESIAN COORDINATES (ANGSTROEM)
Pt (16.557, 21.189, -11.365)
C (16.547, 23.485, -9.521)
O (15.210, 23.151, -9.278)
O (16.696, 23.235, -10.881)
C (17.047, 24.916, -9.125)
F (17.424, 25.679, -10.151)
F (16.148, 25.618, -8.419)
F (18.144, 24.776, -8.343)
C (14.550, 23.425, -8.067)
C (13.423, 22.357, -7.911)
H (13.740, 21.439, -8.409)
H (13.348, 22.034, -6.871)
H (12.509, 22.766, -8.330)
H (14.085, 24.416, -8.066)
H (15.135, 23.424, -7.143)
H (17.232, 22.840, -8.956)
C (16.705, 19.554, -8.331)
O (15.385, 19.098, -8.293)
O (17.088, 19.879, -9.590)
C (17.025, 20.508, -7.133)
F (16.382, 21.671, -7.033)
F (16.888, 19.735, -6.002)
F (18.344, 20.833, -7.067)
C (15.031, 17.701, -8.376)
C (13.626, 17.704, -7.805)
H (13.694, 18.004, -6.755)
H (12.951, 18.390, -8.299)
H (13.326, 16.652, -7.749)
H (15.711, 16.964, -7.948)
H (14.986, 17.447, -9.441)
H (17.392, 18.722, -8.101)
C (10.528, 14.688, -7.510)
C (9.692, 13.400, -7.552)
O (10.129, 12.448, -6.693)
H (10.138, 15.421, -8.239)
H (11.591, 14.560, -7.725)
H (10.391, 15.218, -6.561)
H (9.812, 13.014, -8.602)
H (8.607, 13.562, -7.367)
C (20.276, 20.985, -9.756)
S (19.900, 20.328, -11.373)
O (18.617, 21.030, -11.792)
C (21.326, 21.030, -12.291)
H (19.940, 20.289, -8.988)
H (19.846, 21.977, -9.638)
H (21.355, 20.994, -9.575)
H (22.059, 20.217, -12.266)
H (21.811, 21.832, -11.738)
H (21.174, 21.217, -13.350)
C (16.851, 20.391, -2.923)
S (17.422, 18.967, -1.944)
O (18.069, 19.511, -0.715)
C (15.756, 18.503, -1.344)
H (17.595, 20.860, -3.563)
H (16.619, 21.074, -2.103)
H (15.974, 20.132, -3.513)
H (15.083, 18.151, -2.130)
H (15.316, 19.363, -0.842)
H (15.872, 17.653, -0.673)
C (11.900, 16.510, -10.557)
S (11.424, 16.063, -12.276)
O (12.678, 16.351, -13.075)
C (11.481, 14.241, -12.181)
H (11.457, 15.707, -9.955)
H (11.602, 17.536, -10.388)
H (12.933, 16.242, -10.325)
H (12.403, 13.905, -11.715)
H (11.443, 13.918, -13.219)
H (10.602, 13.884, -11.642)
C (16.135, 16.899, -5.268)
S (17.171, 15.414, -5.026)
O (18.300, 15.333, -6.032)
C (17.966, 15.902, -3.436)
H (15.167, 16.588, -5.654)
H (16.589, 17.537, -6.024)
H (16.002, 17.532, -4.391)
H (18.657, 15.171, -3.029)
H (17.166, 15.972, -2.696)
H (18.353, 16.872, -3.729)
C (18.124, 17.352, -13.322)
S (17.042, 18.044, -12.021)
O (16.348, 19.237, -12.635)
C (15.752, 16.773, -12.052)
H (18.960, 18.050, -13.372)
H (17.644, 17.456, -14.296)
H (18.360, 16.320, -13.080)
H (15.766, 16.200, -12.986)
H (14.794, 17.288, -12.045)
H (15.931, 15.952, -11.355)
N (22.702, 20.930, -6.764)
C (21.726, 20.015, -6.484)
C (22.231, 18.753, -6.634)
C (23.585, 18.912, -6.946)
C (23.893, 20.253, -7.024)
H (22.644, 21.930, -6.791)
H (20.759, 20.483, -6.367)
H (21.668, 17.835, -6.613)
H (24.282, 18.117, -7.164)
H (24.828, 20.767, -7.159)
N (9.090, 20.230, -7.400)
C (10.346, 19.663, -7.380)
C (10.281, 18.410, -7.906)
C (8.934, 18.219, -8.346)
C (8.233, 19.326, -7.983)
H (8.868, 21.180, -7.174)
H (11.117, 20.228, -6.877)
H (11.013, 17.624, -7.898)
H (8.407, 17.400, -8.809)
H (7.174, 19.531, -7.950)
N (16.307, 12.701, -10.919)
C (15.160, 13.405, -10.739)
C (15.041, 13.720, -9.408)
C (16.216, 13.183, -8.750)
C (16.950, 12.581, -9.734)
H (16.690, 12.385, -11.790)
H (14.376, 13.455, -11.478)
H (14.304, 14.412, -9.032)
H (16.403, 13.330, -7.700)
H (17.922, 12.131, -9.605)
N (13.885, 21.572, -4.555)
C (12.842, 20.896, -3.939)
C (12.845, 21.254, -2.612)
C (13.632, 22.420, -2.493)
C (14.309, 22.528, -3.672)
H (14.240, 21.451, -5.486)
H (12.371, 20.077, -4.462)
H (12.145, 20.893, -1.874)
H (13.612, 23.152, -1.702)
H (15.015, 23.268, -4.019)


Record 4
Entry from the Open Molecules 2025 dataset: C4H6N2O in the gas phase (ωB97M-V with the def2-TZVPD basis set).

Computed properties:
Energy relative to the best compared isomer or geometry (same formula, charge and spin) = 1.903 eV
Highest occupied orbital energy = -9.55 eV
Frontier orbital gap = 10.44 eV
SMILES = O=C1NC[C@H]2CN12
DFT total energy = -340.724980 Ha

CARTESIAN COORDINATES (ANGSTROEM)
O (-2.359, -1.303, -0.005)
C (-1.362, -0.628, -0.076)
N (-1.291, 0.745, 0.017)
C (0.063, 1.160, 0.329)
C (0.803, 0.119, -0.504)
C (1.269, -1.145, 0.095)
N (-0.063, -1.058, -0.487)
H (-2.114, 1.319, 0.007)
H (0.262, 1.059, 1.408)
H (0.265, 2.191, 0.035)
H (1.123, 0.444, -1.491)
H (1.891, -1.769, -0.543)
H (1.493, -1.212, 1.157)


Question: What is the DFT total energy in the third record?
Answer: -5092.376692 Ha


Question: The lowest DFT total energy belongs to which entry?
Answer: C25H53BClFIN6O18P2S4


Question: Among the records above, which one has the highest DFT total energy?
Answer: C4H6N2O